41
Properties=species:S:1:pos:R:3:forces:R:3:lowdin_charge:R:1 method="wB97M-V/def2-TZVPD" lumo_energy_ev=0.034 e_homo_ev=-8.83 smiles="CN(C)c1ncc(S(=O)(=O)c2ccc(Cl)cc2)c(-c2ccc(Cl)cc2Cl)n1" spin_multiplicity=1 total_energy_ha=-2787.8207
C -0.204 -2.210 4.933 0.5 -0.4 -1.0 -0.059
N -0.880 -1.696 3.720 -0.1 0.0 -0.6 -0.140
C -2.353 -1.776 3.620 0.3 -0.3 -0.4 -0.060
C -0.144 -1.472 2.556 -1.2 0.3 1.2 -0.355
N 1.164 -1.633 2.640 1.7 -0.4 -0.4 0.154
C 1.888 -1.364 1.543 -0.2 -0.4 2.2 -0.067
C 1.281 -0.913 0.418 1.0 0.5 -2.0 -0.245
S 2.388 -0.556 -0.930 1.9 -2.3 -1.3 0.766
O 2.335 -1.619 -1.968 -0.7 2.5 1.4 -0.338
O 3.702 -0.438 -0.300 -1.1 0.6 -0.4 -0.323
C 1.894 1.068 -1.540 0.2 0.0 0.5 -0.287
C 1.789 2.093 -0.610 0.6 0.1 1.3 -0.069
C 1.405 3.361 -1.020 -0.1 0.0 0.5 -0.100
C 1.140 3.612 -2.358 -0.6 0.8 0.3 -0.625
Cl 0.521 5.209 -2.831 0.4 -0.9 0.2 0.640
C 1.254 2.607 -3.286 -0.2 0.1 -1.4 -0.097
C 1.643 1.349 -2.863 0.0 -1.6 -1.1 -0.053
C -0.082 -0.794 0.351 -0.7 -0.3 1.8 -0.250
C -0.763 -0.353 -0.876 -1.1 0.1 0.1 -0.205
C -1.273 0.963 -0.912 -0.1 -0.4 -1.0 -0.010
C -2.016 1.396 -2.021 -0.6 -0.5 0.0 -0.085
C -2.325 0.486 -3.047 0.8 -0.4 0.7 -0.631
Cl -3.397 0.944 -4.365 0.6 -0.2 0.6 0.654
C -1.794 -0.814 -2.991 -0.3 -0.5 -0.8 -0.114
C -1.054 -1.273 -1.900 0.1 1.1 0.1 -0.555
Cl -0.532 -2.947 -1.816 -0.4 0.9 0.0 0.735
N -0.799 -1.042 1.462 -0.4 0.0 -1.0 0.222
H 0.580 -1.525 5.272 -0.1 -0.2 -0.2 0.082
H 0.238 -3.197 4.723 0.2 0.4 0.0 0.087
H -0.871 -2.393 5.761 -0.7 0.4 -0.1 0.070
H -2.771 -2.125 4.568 0.2 0.2 -0.1 0.077
H -2.656 -2.501 2.847 0.2 0.2 0.2 0.085
H -2.806 -0.824 3.326 0.2 -0.1 0.2 0.078
H 2.973 -1.486 1.590 -0.4 0.0 0.1 0.130
H 2.068 1.950 0.472 -0.5 0.0 -1.3 0.149
H 1.248 4.112 -0.251 0.2 0.1 -0.3 0.114
H 1.009 2.771 -4.361 0.3 0.0 1.1 0.133
H 1.723 0.529 -3.605 -0.1 0.6 0.6 0.138
H -1.085 1.649 -0.079 -0.1 -0.4 -0.3 0.131
H -2.483 2.379 -2.060 0.3 -0.1 0.1 0.110
H -1.955 -1.527 -3.813 -0.2 0.5 0.4 0.114